# C34H106BO34

A 18-piece molecular cluster, C34H106BO34 overall in a non-equilibrium geometry (wB97M-V/def2-TZVPD, the Open Molecules 2025 dataset).

Atoms and positions in Å:
B: -0.19174 -0.52557 -0.67677
H: -0.24824 -0.60470 -1.75138
H: 0.76331 -0.18519 -0.30763
H: -0.97168 0.13629 -0.33345
H: -0.36326 -1.52490 -0.30779
C: 6.86907 2.50065 0.72929
C: 5.47030 2.03914 0.30742
O: 5.52688 1.56873 -1.01036
O: 7.21938 3.51246 -0.19715
H: 7.48736 1.60307 0.71712
H: 6.91872 2.84043 1.76379
H: 4.75697 2.84955 0.45738
H: 5.17154 1.21450 0.95458
H: 4.68491 1.13287 -1.16105
H: 6.53859 4.18514 -0.12210
C: -5.61037 -0.20223 3.20542
C: -5.26051 0.05020 1.76946
O: -5.88000 1.19415 1.21644
O: -6.91795 -0.82139 3.34525
H: -5.56565 0.66147 3.86884
H: -4.95919 -0.96129 3.63888
H: -5.60533 -0.85572 1.27096
H: -4.17650 0.04617 1.65537
H: -5.25483 1.92027 1.27570
H: -7.54959 -0.13253 3.12591
C: 5.73483 -2.02137 3.90531
C: 4.60420 -1.01945 3.53274
O: 4.14079 -0.23199 4.62932
O: 5.14596 -3.00209 4.73151
H: 6.59465 -1.52733 4.35779
H: 6.03790 -2.45775 2.95356
H: 3.74235 -1.59031 3.18713
H: 4.87375 -0.38408 2.68909
H: 4.85272 -0.17762 5.27103
H: 4.64622 -2.58271 5.43576
C: 4.28067 -0.24442 -4.25973
C: 2.76662 -0.71041 -4.26732
O: 2.10520 -0.23344 -5.42036
O: 4.89057 -0.44722 -5.49062
H: 4.92056 -0.73325 -3.52510
H: 4.31716 0.79856 -3.94515
H: 2.31508 -0.39844 -3.32557
H: 2.77630 -1.79946 -4.31178
H: 2.53808 -0.63197 -6.17890
H: 5.83066 -0.61490 -5.39200
C: -2.60260 -1.26813 -5.26982
C: -2.73819 -2.82255 -5.36457
O: -3.13641 -3.44308 -4.17498
O: -3.84215 -0.75692 -4.90773
H: -2.23255 -0.97371 -6.25190
H: -1.79190 -1.08179 -4.56545
H: -1.84894 -3.33357 -5.73361
H: -3.38860 -3.12060 -6.18691
H: -2.40820 -3.37040 -3.55367
H: -3.76779 0.19699 -4.98607
C: -1.94101 2.84194 -5.06759
C: -0.68245 2.07540 -4.77055
O: -0.40937 1.08916 -5.73761
O: -3.05474 2.04975 -4.72463
H: -2.07136 3.09528 -6.11970
H: -1.95675 3.78412 -4.51973
H: -0.57822 1.71756 -3.74626
H: 0.05933 2.87007 -4.69076
H: 0.22185 0.45082 -5.39749
H: -2.95821 1.97183 -3.77268
C: -3.61043 -0.67960 -1.53866
C: -3.96055 0.89469 -1.63827
O: -2.71881 1.52227 -1.95427
O: -2.98306 -1.02181 -0.34097
H: -2.95352 -0.98956 -2.35137
H: -4.47726 -1.34044 -1.53855
H: -4.31068 1.20583 -0.65404
H: -4.71530 1.06607 -2.40578
H: -2.02666 1.11261 -1.43015
H: -2.12320 -0.59496 -0.33467
C: -2.28808 5.42528 -0.49445
C: -2.48798 4.95320 -1.91537
O: -3.77513 4.29321 -2.03733
O: -2.22779 4.28984 0.31681
H: -3.07872 6.06188 -0.09730
H: -1.33570 5.93203 -0.33859
H: -1.67740 4.24793 -2.09880
H: -2.34671 5.79529 -2.59288
H: -3.68521 3.39401 -1.71336
H: -1.49093 3.72834 0.06513
C: 3.57988 2.93312 3.78710
C: 3.44971 4.33517 3.12918
O: 2.19798 4.93547 3.58186
O: 2.72762 1.94317 3.16704
H: 3.50247 2.86950 4.87249
H: 4.56735 2.55974 3.51582
H: 3.42381 4.23631 2.04398
H: 4.35159 4.91605 3.32233
H: 2.03884 5.73538 3.07548
H: 3.06363 1.09855 3.47575
C: -0.68075 2.43279 3.16698
C: -2.11744 2.04771 3.40414
O: -2.34530 0.64266 3.43811
O: 0.18742 2.10730 4.21913
H: -0.55104 3.50184 2.99841
H: -0.45021 1.86959 2.26268
H: -2.64615 2.51215 2.57175
H: -2.49333 2.47742 4.33266
H: -1.58469 0.14367 3.13138
H: 1.10600 2.23853 3.97300
C: -6.77036 4.37797 1.90650
C: -5.83998 4.48987 0.69050
O: -4.79356 3.50768 0.91959
O: -7.74881 3.33499 1.49467
H: -7.33338 5.29657 2.07169
H: -6.35626 4.09554 2.87441
H: -5.35552 5.46164 0.78575
H: -6.18713 4.41558 -0.34007
H: -3.97272 3.80805 0.52260
H: -7.37742 2.45010 1.52004
C: 1.12338 -3.65128 -1.28472
C: 0.24640 -3.84429 -2.53576
O: -0.93561 -3.16952 -2.43289
O: 1.73993 -2.38257 -1.22262
H: 1.91739 -4.39792 -1.27148
H: 0.55870 -3.87834 -0.38046
H: 0.00188 -4.90219 -2.63144
H: 0.69272 -3.43101 -3.44025
H: -0.91931 -2.74908 -1.57001
H: 1.12339 -1.64671 -1.22240
C: -3.09238 -3.89107 1.09242
C: -3.16838 -3.08338 2.36873
O: -4.19248 -3.50899 3.22013
O: -4.04373 -3.39984 0.15284
H: -3.19880 -4.97288 1.17287
H: -2.12759 -3.80193 0.59307
H: -3.30534 -2.01350 2.21151
H: -2.17696 -3.18197 2.81085
H: -5.06042 -3.28229 2.87824
H: -3.62757 -2.57238 -0.09958
C: 4.96723 -2.31974 -0.26938
C: 6.46566 -2.00485 -0.19074
O: 6.68176 -0.73175 0.38776
O: 4.32269 -1.29779 -1.01215
H: 4.47294 -2.03724 0.66013
H: 4.75926 -3.36604 -0.49325
H: 6.89433 -2.00581 -1.19291
H: 7.03013 -2.80959 0.28029
H: 6.18843 -0.06386 -0.09404
H: 3.39118 -1.49867 -1.12852
C: 2.24299 2.57593 -1.78871
C: 1.35795 3.22967 -0.68469
O: 0.01178 2.71967 -0.58661
O: 2.64150 1.34364 -1.35227
H: 3.09633 3.25019 -1.86143
H: 1.60992 2.57390 -2.67602
H: 1.25760 4.25609 -1.03752
H: 1.79249 3.13206 0.31017
H: -0.06281 1.87528 -0.13602
H: 1.85517 0.81984 -1.18224
C: 0.24132 -6.87616 0.39770
C: 0.11516 -8.37113 0.85719
O: 0.19737 -8.35716 2.31655
O: -0.92249 -6.16052 0.76647
H: 0.49163 -6.97049 -0.65897
H: 1.08029 -6.33328 0.83302
H: 0.92795 -8.95029 0.41896
H: -0.70822 -8.95029 0.43918
H: -0.64633 -8.01338 2.61918
H: -0.95331 -6.06760 1.72147
C: 0.98705 -1.59605 2.59364
C: 0.83959 -1.98378 4.13060
O: 1.09399 -0.79771 4.86135
O: -0.15115 -0.88231 2.29951
H: 0.97423 -2.41948 1.87957
H: 1.77750 -0.87296 2.39254
H: 1.59967 -2.73561 4.34303
H: -0.14075 -2.41470 4.33392
H: 0.67963 -0.03173 4.45739
H: -0.17216 -0.76945 1.34639

Output
Charge: -1



# C3H4N2

One molecule with the formula C3H4N2 in a non-equilibrium geometry (wB97M-V/def2-TZVPD, the Open Molecules 2025 dataset).

Atoms and positions in Å:
C: 0.56555 0.72943 -0.03111
C: 1.06319 -0.59653 -0.00759
N: 0.10601 -1.49767 0.11299
N: -1.07130 -0.80991 0.28157
C: -0.77277 0.57493 0.17434
H: 1.11981 1.64851 -0.14812
H: 2.09863 -0.91451 -0.09514
H: -1.53439 -0.41886 -0.64526
H: -1.57473 1.28461 0.35832

Output
SMILES: c1cn[nH]c1



# C2H6IPS

One molecule with the formula C2H6IPS in a non-equilibrium geometry (wB97M-V/def2-TZVPD, the Open Molecules 2025 dataset).

Atoms and positions in Å:
C: -0.17909 -0.05336 -1.55019
P: -0.96775 -0.88546 -0.08891
C: -0.28591 -0.18164 1.46367
S: -0.98612 -2.83718 0.06836
I: -3.11196 0.30523 0.01476
H: 0.16764 -0.72740 -2.37762
H: -0.64137 0.87640 -2.00918
H: 0.90223 0.31783 -1.18217
H: -0.96266 -0.83544 2.19042
H: 0.81547 -0.51954 1.63660
H: -0.48123 0.92278 1.61914

Output
SMILES: CP(C)(=S)I



# C3H5NS3

One molecule with the formula C3H5NS3 in a non-equilibrium geometry (wB97M-V/def2-TZVPD, the Open Molecules 2025 dataset).

Atoms and positions in Å:
C: -1.58355 -1.18548 0.69985
C: -0.71908 0.81526 -0.68363
C: 0.69396 0.78577 -0.94823
H: -0.54101 -1.32634 1.13943
H: -2.24876 -0.42947 1.27357
H: -2.12637 -2.12401 0.87389
H: 1.04427 0.68021 -2.11615
H: 3.52874 0.51706 1.11676
N: 1.49401 0.59393 0.05479
S: -1.33120 -0.75956 -0.99083
S: -1.27377 2.28123 -0.10938
S: 3.06277 0.15140 -0.31007



# C4H13NOS2

A 2-piece molecular cluster, C4H13NOS2 overall in a non-equilibrium geometry (wB97M-V/def2-TZVPD, the Open Molecules 2025 dataset).

Atoms and positions in Å:
C: -1.59476 4.25157 0.04866
S: -0.66701 2.66535 0.00822
S: -1.14124 1.92242 1.83058
C: -0.15837 0.42300 1.88502
H: -2.62444 4.15638 -0.24393
H: -1.55069 4.87623 0.93331
H: -1.11472 4.84863 -0.74817
H: 0.92884 0.63995 1.80521
H: -0.30672 -0.16875 2.81789
H: -0.45829 -0.15647 0.96188
C: 0.00441 -2.14510 -1.16707
O: -1.18833 -1.66851 -0.51240
C: 1.24364 -1.90091 -0.37835
N: 2.34577 -2.76774 -0.81854
H: -0.07046 -3.24746 -1.29018
H: 0.10255 -1.68961 -2.20786
H: -1.95522 -2.06308 -0.91439
H: 1.49562 -0.84014 -0.47127
H: 1.02786 -2.16304 0.68977
H: 3.19382 -2.40095 -0.42012
H: 2.48775 -2.57177 -1.80825

Output
Charge: -1
Spin multiplicity: 2



What are the E_tot values for these records? In order: -107259.5062, -6153.6039, -30396.5959, -37184.6524, -29564.8558 eV.
What are the relative energy (zero: lowest compared OMol25 entry of this formula, charge and spin) values for these records? In order: 0.000, 2.297, 0.000, 2.807, 1.189 eV.